ORCA calculation (wB97M-V/def2-TZVPD) on C18H20CuN2OSSe as an isolated structure in a non-equilibrium geometry.

```
44
Properties=species:S:1:pos:R:3:forces:R:3:nbo_charge:R:1
Cu -0.945 -0.691 -0.111 1.7 -0.8 -0.4 0.709
Se -0.488 -2.652 -1.021 -0.1 -0.4 -0.2 -1.515
O -2.071 0.864 0.056 -0.9 0.4 0.4 -1.017
S -2.958 -0.149 0.808 -0.7 0.6 -0.1 1.167
C -4.384 0.982 1.188 0.1 0.1 0.3 -0.637
C -3.872 2.065 2.089 0.0 0.0 0.0 -0.056
C -3.902 1.918 3.474 0.0 0.0 0.1 -0.204
C -3.330 2.871 4.309 0.0 0.0 -0.1 -0.217
C -2.710 3.990 3.767 0.0 -0.1 0.0 -0.230
C -2.671 4.145 2.387 -0.1 -0.1 0.0 -0.235
C -3.247 3.192 1.556 0.0 0.1 0.0 -0.133
C -3.917 -1.185 -0.369 0.0 -0.1 -0.1 -0.650
C -4.423 -0.440 -1.563 0.1 0.0 0.0 -0.070
C -5.754 -0.048 -1.693 0.0 0.0 0.0 -0.215
C -6.182 0.657 -2.813 0.1 0.0 0.0 -0.232
C -5.274 0.983 -3.814 0.0 -0.1 0.1 -0.226
C -3.947 0.587 -3.693 0.0 0.0 0.1 -0.230
C -3.519 -0.122 -2.578 0.0 0.0 -0.1 -0.120
H -5.138 0.357 1.674 0.0 0.1 0.0 0.215
H -4.749 1.357 0.231 0.0 0.0 0.1 0.243
H -4.371 1.037 3.901 0.0 0.0 0.0 0.205
H -3.362 2.735 5.383 0.0 0.0 0.0 0.205
H -2.255 4.731 4.414 0.0 0.0 0.0 0.205
H -2.180 5.007 1.953 0.0 0.0 0.0 0.208
H -3.193 3.301 0.479 0.0 0.0 0.0 0.219
H -4.715 -1.622 0.243 0.0 0.1 -0.1 0.217
H -3.186 -1.956 -0.653 -0.1 0.0 0.0 0.329
H -6.462 -0.304 -0.910 0.0 0.0 0.0 0.200
H -7.222 0.950 -2.904 0.0 0.0 0.0 0.201
H -5.602 1.535 -4.687 0.0 0.0 0.0 0.201
H -3.238 0.823 -4.478 0.0 0.0 0.0 0.210
H -2.492 -0.466 -2.484 0.0 0.0 0.0 0.257
C 1.452 -2.357 2.116 0.0 0.1 0.0 -0.680
C 0.970 -1.005 2.521 0.2 -0.2 0.1 0.391
N 0.199 -0.216 1.823 -0.3 0.6 0.3 -0.525
C -0.041 0.897 2.611 0.0 0.0 -0.1 -0.086
C 0.613 0.785 3.799 0.0 -0.2 -0.2 -0.142
N 1.259 -0.438 3.729 0.0 0.0 0.0 -0.536
H 1.651 -2.375 1.042 0.0 0.0 0.1 0.300
H 0.663 -3.099 2.257 0.0 0.0 0.0 0.254
H 2.338 -2.640 2.694 0.0 0.0 -0.1 0.187
H -0.674 1.702 2.260 0.1 -0.1 0.0 0.221
H 0.678 1.432 4.658 0.0 -0.1 -0.1 0.207
H 1.850 -0.846 4.429 0.0 0.0 0.0 0.404
```
Forces are in eV/Å.

Properties
- Kohn-Sham gap: 4.50 eV
- Energy: -144840.177 eV
- Total charge: -1

---

ORCA calculation (wB97M-V/def2-TZVPD) on a 2-piece molecular cluster, C3H8N2 overall in a non-equilibrium geometry.

```
13
Properties=species:S:1:pos:R:3:forces:R:3:nbo_charge:R:1
C -1.569 0.713 -0.635 -1.3 0.0 0.6 -0.522
C -1.489 -0.464 -0.064 1.1 0.7 -0.6 0.110
C -1.044 -1.592 0.389 0.0 -0.6 0.1 -0.510
H -2.196 0.865 -1.499 0.2 -0.1 -0.4 0.224
H -1.352 1.619 -0.081 0.3 0.0 0.1 0.220
H -0.072 -1.960 0.057 -0.2 0.1 0.0 0.251
H -1.617 -2.207 1.060 -0.1 -0.1 0.2 0.225
N 1.763 -0.005 -0.391 -1.7 0.3 -1.3 -0.684
N 1.693 0.661 0.861 -0.5 0.3 0.5 -0.663
H 2.617 0.290 -0.848 -0.2 0.0 -0.1 0.349
H 0.902 0.228 -1.001 2.0 -0.3 1.0 0.336
H 0.942 0.209 1.385 0.4 0.1 -0.1 0.345
H 1.422 1.644 0.767 0.1 -0.3 -0.1 0.319
```
Forces are in eV/Å.

Properties
- Kohn-Sham gap: 10.00 eV
- Energy: -6217.773 eV

---

ORCA calculation (wB97M-V/def2-TZVPD) on C5H8N2O2 as an isolated structure in a non-equilibrium geometry.

```
17
Properties=species:S:1:pos:R:3:forces:R:3:nbo_charge:R:1
N -0.579 1.397 0.616 0.0 0.2 0.2 -0.842
C -0.648 -0.042 0.381 0.3 -0.1 0.3 -0.119
C -2.019 -0.432 0.023 -0.9 -0.3 -0.4 -0.018
C -3.144 -0.765 -0.271 0.7 0.1 0.5 -0.220
C 0.323 -0.388 -0.786 0.3 -0.7 -1.3 0.030
O 0.036 0.410 -1.891 -0.1 -0.1 -0.1 -0.691
C 1.779 -0.213 -0.372 0.2 3.7 3.2 0.615
N 2.314 -0.825 0.679 0.6 0.3 -0.7 -0.866
H -1.418 1.747 1.064 0.1 -0.1 -0.1 0.380
H 0.213 1.632 1.208 0.0 0.0 -0.2 0.377
H -0.353 -0.638 1.263 -0.1 0.1 -0.2 0.208
H -4.152 -1.098 -0.446 0.4 0.2 0.0 0.245
H 0.186 -1.444 -1.060 -0.3 0.2 -0.1 0.200
H 0.003 1.321 -1.555 0.0 -0.1 0.0 0.496
O 2.351 0.926 -0.437 -0.7 -0.2 -1.7 -0.668
H 2.035 -1.792 0.796 0.8 -0.2 0.9 0.392
H 3.073 0.204 0.788 -1.5 -2.9 -0.3 0.484
```
Forces are in eV/Å.

Properties
- Kohn-Sham gap: 10.58 eV
- Energy: -12385.988 eV